{
  "formula": "C81H171N9O9",
  "method": "ωB97M-V with the def2-TZVPD basis set",
  "e_lumo_ev": 0.5,
  "e_homo_ha": -0.30764,
  "total_energy_ev": -118596.0429,
  "smiles": "CC1(C)CCCC(C)(C)N1O.CC1(C)CCCC(C)(C)N1O.CC1(C)CCCC(C)(C)N1O.CC1(C)CCCC(C)(C)N1O.CC1(C)CCCC(C)(C)N1O.CC1(C)CCCC(C)(C)N1O.CC1(C)CCCC(C)(C)N1O.CC1(C)CCCC(C)(C)N1O.CC1(C)CCCC(C)(C)N1O",
  "species": ["C", "C", "C", "C", "C", "C", "C", "C", "C", "N", "O", "H", "H", "H", "H", "H", "H", "H", "H", "H", "H", "H", "H", "H", "H", "H", "H", "H", "H", "H", "C", "C", "C", "C", "C", "C", "C", "C", "C", "N", "O", "H", "H", "H", "H", "H", "H", "H", "H", "H", "H", "H", "H", "H", "H", "H", "H", "H", "H", "H", "C", "C", "C", "C", "C", "C", "C", "C", "C", "N", "O", "H", "H", "H", "H", "H", "H", "H", "H", "H", "H", "H", "H", "H", "H", "H", "H", "H", "H", "H", "C", "C", "C", "C", "C", "C", "C", "C", "C", "N", "O", "H", "H", "H", "H", "H", "H", "H", "H", "H", "H", "H", "H", "H", "H", "H", "H", "H", "H", "H", "C", "C", "C", "C", "C", "C", "C", "C", "C", "N", "O", "H", "H", "H", "H", "H", "H", "H", "H", "H", "H", "H", "H", "H", "H", "H", "H", "H", "H", "H", "C", "C", "C", "C", "C", "C", "C", "C", "C", "N", "O", "H", "H", "H", "H", "H", "H", "H", "H", "H", "H", "H", "H", "H", "H", "H", "H", "H", "H", "H", "C", "C", "C", "C", "C", "C", "C", "C", "C", "N", "O", "H", "H", "H", "H", "H", "H", "H", "H", "H", "H", "H", "H", "H", "H", "H", "H", "H", "H", "H", "C", "C", "C", "C", "C", "C", "C", "C", "C", "N", "O", "H", "H", "H", "H", "H", "H", "H", "H", "H", "H", "H", "H", "H", "H", "H", "H", "H", "H", "H", "C", "C", "C", "C", "C", "C", "C", "C", "C", "N", "O", "H", "H", "H", "H", "H", "H", "H", "H", "H", "H", "H", "H", "H", "H", "H", "H", "H", "H", "H"],
  "xyz": [[5.216, 0.374, -7.245], [4.301, -0.789, -6.647], [4.525, -0.676, -5.151], [2.848, -0.621, -7.067], [1.965, -1.724, -6.583], [2.591, -3.024, -7.159], [4.120, -3.287, -6.919], [4.355, -3.680, -5.438], [4.593, -4.383, -7.914], [4.775, -2.037, -7.287], [6.201, -2.125, -7.351], [6.201, 0.268, -6.827], [5.484, 0.320, -8.302], [4.681, 1.281, -7.008], [3.713, -1.130, -4.590], [5.403, -1.258, -4.837], [4.606, 0.403, -4.923], [2.498, 0.351, -6.725], [2.722, -0.538, -8.156], [2.031, -1.890, -5.520], [0.958, -1.629, -6.946], [2.440, -2.958, -8.243], [2.013, -3.919, -6.892], [5.433, -3.717, -5.311], [4.147, -4.758, -5.420], [3.828, -3.099, -4.674], [4.525, -4.094, -8.965], [3.941, -5.220, -7.776], [5.631, -4.616, -7.707], [6.714, -2.286, -6.534], [3.476, 4.769, -6.633], [2.080, 4.772, -6.076], [1.296, 6.007, -6.539], [1.346, 3.417, -6.408], [-0.002, 3.385, -5.724], [0.246, 3.305, -4.246], [1.019, 4.517, -3.765], [0.141, 5.812, -3.751], [1.499, 4.078, -2.369], [2.258, 4.633, -4.597], [3.097, 5.697, -4.099], [4.120, 3.907, -6.418], [3.343, 4.756, -7.728], [3.940, 5.706, -6.359], [1.947, 6.860, -6.441], [1.006, 5.968, -7.598], [0.381, 5.987, -5.995], [1.222, 3.527, -7.479], [1.984, 2.531, -6.284], [-0.559, 4.286, -5.967], [-0.505, 2.521, -6.078], [0.786, 2.401, -3.971], [-0.660, 3.282, -3.628], [-0.177, 6.008, -2.732], [-0.694, 5.721, -4.419], [0.814, 6.642, -3.954], [2.009, 4.950, -1.887], [2.177, 3.234, -2.482], [0.657, 3.919, -1.706], [3.749, 5.235, -3.571], [-6.335, 3.982, -6.713], [-5.191, 4.300, -5.819], [-4.111, 5.108, -6.564], [-5.653, 5.045, -4.582], [-6.513, 4.282, -3.670], [-5.604, 3.133, -3.131], [-5.170, 2.167, -4.282], [-4.061, 1.228, -3.765], [-6.336, 1.353, -4.758], [-4.522, 3.113, -5.263], [-3.812, 2.280, -6.312], [-5.874, 3.332, -7.446], [-7.103, 3.521, -6.096], [-6.733, 4.833, -7.235], [-3.281, 5.371, -5.880], [-3.678, 4.591, -7.428], [-4.590, 5.958, -7.055], [-4.817, 5.384, -3.958], [-6.142, 5.980, -4.881], [-6.817, 4.935, -2.848], [-7.394, 3.878, -4.143], [-6.067, 2.421, -2.445], [-4.748, 3.490, -2.537], [-3.740, 0.478, -4.522], [-4.396, 0.653, -2.903], [-3.208, 1.842, -3.473], [-6.096, 0.844, -5.690], [-7.259, 1.920, -4.911], [-6.596, 0.614, -4.008], [-4.402, 1.746, -6.893], [0.863, -9.139, -1.785], [2.333, -8.858, -1.635], [3.228, -10.057, -2.068], [2.751, -7.711, -2.616], [2.328, -6.344, -2.090], [3.027, -6.127, -0.792], [2.752, -7.115, 0.327], [3.901, -6.938, 1.374], [1.372, -6.947, 0.979], [2.864, -8.495, -0.323], [2.471, -9.525, 0.713], [0.581, -9.491, -2.770], [0.617, -9.944, -1.093], [0.213, -8.309, -1.532], [4.271, -9.795, -2.017], [3.160, -10.895, -1.379], [2.914, -10.276, -3.064], [3.843, -7.669, -2.633], [2.289, -8.015, -3.552], [2.523, -5.517, -2.770], [1.245, -6.277, -2.011], [2.857, -5.129, -0.394], [4.100, -6.232, -0.970], [3.889, -5.907, 1.741], [4.902, -6.974, 0.914], [3.797, -7.649, 2.203], [1.351, -6.130, 1.705], [1.115, -7.900, 1.400], [0.602, -6.753, 0.240], [3.274, -10.061, 0.719], [-0.002, 3.060, 4.318], [-0.346, 2.344, 5.596], [0.785, 1.381, 6.089], [-0.610, 3.498, 6.636], [-1.281, 2.965, 7.873], [-2.561, 2.233, 7.580], [-2.451, 1.113, 6.530], [-1.833, -0.191, 7.136], [-3.862, 0.784, 6.008], [-1.678, 1.702, 5.415], [-1.619, 0.792, 4.234], [0.202, 2.326, 3.540], [-0.851, 3.664, 3.979], [0.839, 3.729, 4.551], [0.732, 0.526, 5.409], [1.779, 1.798, 5.994], [0.620, 1.114, 7.130], [0.380, 3.963, 6.714], [-1.251, 4.186, 6.106], [-0.591, 2.470, 8.544], [-1.622, 3.776, 8.516], [-3.305, 2.964, 7.237], [-3.050, 1.779, 8.444], [-1.372, -0.823, 6.372], [-2.480, -0.729, 7.832], [-1.027, 0.104, 7.820], [-4.502, 0.280, 6.752], [-3.754, 0.038, 5.234], [-4.306, 1.723, 5.753], [-1.266, -0.051, 4.576], [-6.983, 1.792, 1.102], [-6.978, 1.592, 2.672], [-6.396, 2.874, 3.316], [-8.305, 1.299, 3.322], [-8.935, -0.018, 2.814], [-8.032, -1.146, 3.170], [-6.482, -0.970, 2.826], [-5.600, -1.894, 3.689], [-6.232, -1.231, 1.347], [-6.107, 0.452, 3.136], [-4.751, 0.689, 2.705], [-7.691, 1.151, 0.568], [-7.296, 2.808, 0.855], [-5.961, 1.550, 0.775], [-6.306, 2.737, 4.396], [-5.393, 3.155, 2.948], [-7.001, 3.774, 3.143], [-8.175, 1.124, 4.384], [-8.955, 2.178, 3.358], [-9.898, -0.238, 3.318], [-9.136, 0.085, 1.742], [-8.290, -2.147, 2.825], [-8.004, -1.200, 4.280], [-5.701, -1.417, 4.670], [-4.544, -1.838, 3.468], [-5.903, -2.942, 3.584], [-5.365, -0.682, 1.010], [-7.056, -0.856, 0.728], [-6.104, -2.276, 1.065], [-4.233, 0.768, 3.507], [-1.664, -1.112, 1.292], [-1.406, -0.124, 0.147], [-2.664, 0.671, -0.239], [-0.371, 0.909, 0.491], [1.037, 0.352, 0.555], [1.496, -0.215, -0.742], [0.519, -1.368, -1.195], [0.844, -1.614, -2.672], [0.741, -2.628, -0.307], [-0.865, -0.829, -1.079], [-1.815, -1.888, -1.531], [-2.434, -0.668, 1.922], [-1.950, -2.113, 0.999], [-0.772, -1.238, 1.896], [-2.485, 1.229, -1.168], [-3.487, 0.015, -0.521], [-2.948, 1.382, 0.518], [-0.395, 1.696, -0.276], [-0.756, 1.408, 1.375], [1.681, 1.118, 0.978], [1.033, -0.448, 1.308], [2.485, -0.702, -0.782], [1.551, 0.563, -1.515], [0.617, -0.717, -3.278], [0.294, -2.508, -3.003], [1.906, -1.875, -2.753], [1.623, -3.221, -0.595], [-0.133, -3.286, -0.453], [0.865, -2.454, 0.781], [-2.127, -1.479, -2.332], [2.321, -4.499, 6.505], [1.716, -3.145, 6.081], [1.983, -2.021, 7.080], [2.199, -2.528, 4.759], [1.672, -3.186, 3.570], [0.186, -3.209, 3.488], [-0.447, -3.942, 4.693], [-1.950, -3.689, 4.793], [-0.213, -5.471, 4.639], [0.192, -3.295, 5.881], [-0.338, -3.808, 7.096], [2.728, -5.058, 5.655], [3.164, -4.350, 7.184], [1.559, -5.041, 7.086], [1.665, -2.355, 8.064], [3.052, -1.765, 7.111], [1.406, -1.145, 6.771], [1.963, -1.455, 4.710], [3.290, -2.624, 4.773], [2.221, -2.683, 2.764], [2.062, -4.213, 3.570], [-0.239, -3.638, 2.587], [-0.261, -2.225, 3.596], [-2.485, -4.017, 3.887], [-2.147, -2.630, 4.917], [-2.373, -4.111, 5.719], [-0.770, -6.068, 3.896], [-0.589, -5.847, 5.590], [0.842, -5.638, 4.446], [-0.903, -3.101, 7.382], [7.721, 5.050, 3.913], [6.289, 4.481, 4.144], [6.355, 3.296, 5.184], [5.480, 5.634, 4.628], [3.939, 5.373, 4.738], [3.567, 5.081, 3.359], [4.232, 3.828, 2.709], [3.661, 2.535, 3.312], [3.850, 3.863, 1.214], [5.700, 4.155, 2.886], [6.494, 3.150, 2.204], [7.761, 5.810, 3.124], [8.061, 5.524, 4.848], [8.514, 4.334, 3.731], [6.255, 2.415, 4.571], [7.239, 3.355, 5.796], [5.544, 3.284, 5.934], [5.992, 5.932, 5.535], [5.654, 6.458, 3.925], [3.664, 4.536, 5.375], [3.413, 6.285, 4.987], [3.862, 5.942, 2.773], [2.469, 4.996, 3.316], [3.673, 2.491, 4.391], [4.249, 1.666, 2.974], [2.675, 2.483, 2.897], [4.429, 3.138, 0.630], [4.118, 4.864, 0.904], [2.777, 3.669, 1.181], [6.892, 3.607, 1.475]]
}